The following is a quantum chemistry calculation of 2 unconnected molecules or ions with the total composition C6H14O2 in a non-equilibrium geometry, from the OMol25 dataset.

Summary:
HOMO energy (spin up / spin down): -13.9259 / -13.8496 eV
E: -387.030635 Eh
Max |F|: 6.5 eV/Å
M: 118.2 Da
Expectation value of S²: 0.75
LUMO (spin up / spin down): -4.5 / -8.9 eV
Kohn-Sham gap (spin up / spin down): 9.39 / 4.98 eV
ΔE to the lowest compared entry with this formula, charge and spin: 81.3 kcal per mole

ORCA input file:
```
! wB97M-V def2-TZVPD RIJCOSX def2/J DEFGRID3
* xyz 1 2
C 1.78 -0.83 0.05
O 2.83 0.23 0.51
C 0.78 -0.68 1.14
C -0.79 -0.87 0.95
C -1.38 0.45 0.52
C -1.69 0.81 -0.72
C -1.59 1.35 1.70
H 1.34 -0.36 -0.88
H 2.26 -1.75 -0.12
H 2.90 0.79 -0.34
H 0.77 0.33 1.63
H 1.16 -1.32 2.09
H -1.20 -1.11 1.91
H -1.14 -1.71 0.29
H -1.35 0.20 -1.64
H -2.11 1.75 -1.07
H -2.56 1.72 1.72
H -1.41 0.88 2.61
H -1.01 2.53 1.74
H 0.14 -0.83 -3.68
H 1.33 -1.03 -4.55
O 0.94 -0.55 -3.88
*
```

***

The following is a quantum chemistry calculation of a molecular structure, C6H14O2S2 in a non-equilibrium geometry, from the OMol25 dataset.

Summary:
HOMO energy: -9.3271 eV
E: -1183.676175 Eh
Max |F|: 6.1 eV/Å
M: 182.3 Da
LUMO: 0.7 eV
Kohn-Sham gap: 10.07 eV
ΔE to the lowest compared entry with this formula, charge and spin: 106.0 kcal per mole

ORCA input file:
```
! wB97M-V def2-TZVPD RIJCOSX def2/J DEFGRID3
* xyz 0 1
C -2.51 -2.94 -1.70
C -1.56 -2.05 -0.81
C -1.85 -0.54 -0.87
C 1.92 1.28 0.36
C 2.06 1.04 1.72
C 2.05 2.42 2.47
H -2.58 -4.16 -1.40
H -3.63 -2.59 -1.64
H -2.10 -3.05 -2.83
H -0.50 -2.15 -0.68
H -1.91 -2.45 0.15
H -1.18 -0.09 -0.13
H -2.82 -0.35 -0.65
H 2.58 1.97 -0.20
H 2.11 0.31 -0.23
H 1.54 0.12 2.17
H 3.06 0.82 1.93
H 2.77 2.27 3.46
H 2.49 3.19 1.60
H 0.82 2.75 2.93
O -1.67 0.07 -2.10
O 0.51 1.59 0.16
S -0.08 0.43 -2.23
S 0.43 2.10 -1.47
*
```

***

The following is a quantum chemistry calculation of a molecular structure, C6H14O3 in a non-equilibrium geometry, from the OMol25 dataset.

Summary:
HOMO energy: -8.6706 eV
E: -462.598987 Eh
Max |F|: 2.5 eV/Å
M: 134.2 Da
LUMO: 0.5 eV
Kohn-Sham gap: 9.13 eV
ΔE to the lowest compared entry with this formula, charge and spin: 95.4 kcal per mole

ORCA input file:
```
! wB97M-V def2-TZVPD RIJCOSX def2/J DEFGRID3
* xyz 0 1
C -0.62 -1.19 0.87
C -1.47 -2.46 0.75
C -0.36 -0.68 -0.53
O 0.63 -1.46 1.49
O -1.28 -0.07 -1.16
H 0.48 -2.00 2.27
H -1.19 -0.44 1.43
H 0.36 -1.27 -1.11
H -1.71 -2.85 1.74
H -2.41 -2.24 0.24
H -0.94 -3.23 0.19
C -0.11 1.99 0.57
C 1.32 0.93 -0.29
C 1.47 1.41 -1.72
O -1.20 2.10 -0.15
H -1.43 1.08 -0.65
H 0.47 2.92 0.61
H -0.17 1.45 1.52
H 1.97 1.48 0.39
H 1.69 -0.08 -0.13
H 1.22 0.62 -2.44
H 2.49 1.74 -1.93
H 0.81 2.24 -1.95
*
```

***

Question: What is the ΔE to the lowest compared entry with this formula, charge and spin in the first record?
Answer: 81.3 kcal per mole